Arrangement P

ORCA calculation (ωB97M-V/def2-TZVPD) on a 2-piece molecular cluster, C5H11NOS overall.

The calculation puts the frontier orbital gap at 6.234 eV. The LUMO energy is -2.61 eV. Its spin multiplicity is 1.

Element x y z (Å)
C1 -0.281 -1.679 0.227
C2 0.962 -2.261 0.752
S1 2.261 -1.668 -0.380
C3 -0.720 -0.373 0.565
N1 -1.075 0.495 -0.573
C4 -1.467 1.807 -0.081
C5 -0.012 0.609 -1.580
O1 -0.794 0.133 1.669
H1 -0.682 -2.136 -0.668
H2 1.608 1.221 1.129
H3 0.996 -3.345 0.733
H4 1.161 -1.893 1.758
H5 1.857 0.821 1.700
H6 -0.634 2.308 0.457
H7 -1.796 2.420 -0.910
H8 -2.265 1.656 0.660
H9 0.757 1.321 -1.255
H10 -0.404 0.898 -2.555
H11 0.528 -0.335 -1.649



Arrangement Q

ORCA calculation (ωB97M-V/def2-TZVPD) on one molecule with the formula C5H11NOS.

The calculation puts the frontier orbital gap at 9.901 eV. The LUMO energy is 0.68 eV. Its spin multiplicity is 1.

Element x y z (Å)
C1 -0.485 -0.496 0.770
C2 0.292 0.728 0.276
C3 1.608 0.536 1.080
S1 2.679 1.895 0.278
C4 -1.780 -0.962 0.150
N1 -1.995 -1.007 -1.203
C5 -0.950 -1.374 -2.166
O1 -2.648 -1.441 0.950
H1 0.060 -1.490 0.630
H2 -0.725 -0.556 1.890
H3 0.434 0.754 -0.842
H4 -0.103 1.684 0.668
H5 1.685 0.518 2.165
H6 1.968 -0.343 0.563
H7 1.900 2.490 -0.549
H8 -3.053 -0.988 -1.461
H9 -1.092 -2.471 -2.442
H10 -0.954 -0.911 -3.195
H11 0.050 -1.026 -1.707



Arrangement R

ORCA calculation (ωB97M-V/def2-TZVPD) on C5H11NOS as an isolated structure.

The calculation puts the frontier orbital gap at 8.618 eV. The LUMO energy is 0.37 eV. Its spin multiplicity is 1.

Element x y z (Å)
C1 -1.422 -1.467 -0.857
C2 -1.237 -0.185 0.041
C3 0.175 -0.448 0.847
C4 1.493 -0.191 -0.009
C5 0.760 1.892 -0.992
H1 -0.281 -1.982 -1.634
H2 -1.558 -2.407 -0.230
H3 -2.369 -1.352 -1.572
H4 -2.000 -0.196 0.865
H5 -1.292 0.733 -0.566
H6 0.185 -1.502 1.302
H7 -0.406 0.489 2.609
H8 1.472 0.490 2.202
H9 -0.376 1.830 -0.179
H10 1.620 2.784 -0.645
H11 0.706 1.453 -2.467
N1 0.349 0.681 1.893
O1 1.857 0.933 -0.574
S1 2.325 -1.556 -0.035



Arrangement S

ORCA calculation (ωB97M-V/def2-TZVPD) on C5H11NOS as an isolated structure.

The calculation puts the frontier orbital gap at 8.109 eV. The LUMO energy is 0.13 eV. Its spin multiplicity is 1.

Element x y z (Å)
C1 -0.762 -0.348 0.422
C2 -3.015 -0.484 -0.068
C3 3.026 0.731 -0.271
C4 -1.741 0.034 -0.653
C5 1.725 0.699 0.544
N1 0.844 -0.112 -0.158
O1 -0.700 -1.734 0.465
S1 0.932 -1.968 -0.029
H1 -0.590 0.173 1.375
H2 -2.957 -1.563 0.191
H3 -3.771 -0.301 -0.824
H4 -3.334 0.109 0.857
H5 3.912 1.388 -0.030
H6 3.580 -0.262 -0.164
H7 2.867 0.793 -1.361
H8 -1.920 1.174 -0.663
H9 -1.496 -0.445 -1.629
H10 2.122 0.362 1.545
H11 1.279 1.753 0.451



Which structure above is the least stable one? arrangement R is the least stable one.